Here is 5 unconnected molecules or ions with the total composition C26H47N8O2 from the OMol25 dataset. Energies are from ωB97M-V with the def2-TZVPD basis set.

```
83
C26H47N8O2 (ωB97M-V with the def2-TZVPD basis set)
C -1.853 2.807 4.258
C -0.404 2.285 4.372
N -0.437 0.880 4.432
C -0.561 0.092 5.588
C -0.405 -1.210 5.277
N -0.317 -1.286 3.854
C -0.475 0.001 3.363
C -0.238 -2.552 3.064
H -2.571 2.303 3.611
H -1.753 3.801 3.821
H -2.314 3.023 5.221
H 0.142 2.782 5.174
H 0.113 2.564 3.454
H -0.845 0.666 6.458
H -0.473 -2.042 5.962
H -0.483 0.228 2.307
H 0.038 -2.305 2.039
H -1.219 -2.998 3.228
H 0.507 -3.191 3.538
C 0.793 -1.401 -7.752
C 1.229 -1.761 -6.358
N 1.217 -0.608 -5.342
C 0.146 -0.207 -4.632
C 0.550 0.778 -3.815
N 1.902 1.005 -3.960
C 2.279 0.188 -5.005
C 2.650 1.998 -3.198
H 1.208 -0.473 -8.147
H -0.285 -1.278 -7.856
H 1.043 -2.275 -8.355
H 2.262 -2.109 -6.354
H 0.636 -2.577 -5.945
H -0.831 -0.665 -4.653
H -0.053 1.282 -3.074
H 3.293 0.012 -5.333
H 3.721 1.916 -3.382
H 2.433 1.813 -2.146
H 2.410 3.017 -3.499
C 1.127 -1.520 -0.529
C 2.505 -1.044 -0.049
N 2.814 -1.388 1.377
C 2.953 -2.633 1.962
C 3.272 -2.450 3.314
N 3.187 -1.086 3.587
C 2.955 -0.405 2.382
C 3.396 -0.413 4.852
H 0.320 -1.030 0.014
H 0.900 -2.560 -0.296
H 1.079 -1.339 -1.603
H 2.469 0.044 -0.108
H 3.291 -1.420 -0.703
H 2.841 -3.556 1.414
H 3.428 -3.100 4.161
H 2.810 0.657 2.247
H 2.368 -0.177 5.127
H 3.951 0.510 4.682
H 3.906 -1.015 5.604
C -4.969 1.715 0.185
C -3.472 1.668 -0.209
N -3.263 0.528 -1.091
C -3.870 0.185 -2.286
C -3.403 -1.093 -2.751
N -2.535 -1.514 -1.806
C -2.486 -0.542 -0.795
C -1.819 -2.771 -1.720
H -5.662 2.063 -0.582
H -5.217 2.559 0.830
H -5.326 0.771 0.596
H -2.971 1.379 0.715
H -3.144 2.641 -0.574
H -4.594 0.886 -2.674
H -3.579 -1.701 -3.626
H -2.213 -0.601 0.248
H -0.869 -2.677 -2.247
H -2.474 -3.499 -2.197
H -1.822 -2.919 -0.640
C -0.057 3.825 0.527
C 0.358 2.323 0.338
O 1.148 1.858 1.184
O 0.020 1.753 -0.721
H -0.351 4.048 1.552
H -0.873 4.132 -0.128
H 0.815 4.402 0.220
```

Its net charge is +3. The HOMO energy is -15.50 eV. The value obtained for the total energy is -43714.993 eV. The value obtained for the molecular weight is 503.72 g/mol. The value obtained for the orbital gap is 8.3 eV.

Charges computed using Mulliken, reported in e: -1.16 -0.30 0.46 -0.46 -0.64 0.46 -0.49 -0.87 0.30 0.41 0.37 0.44 0.02 0.55 0.51 0.33 0.16 0.39 0.39 -1.06 -0.53 0.13 -0.46 -0.86 0.25 -0.09 -0.53 0.34 0.34 0.36 0.33 0.32 0.66 0.63 0.39 0.31 0.11 0.31 -0.09 -0.82 0.44 -0.43 -0.50 0.31 -0.69 -0.69 -0.18 0.64 -0.05 0.13 0.38 0.48 0.47 0.63 0.25 0.33 0.32 -1.38 0.41 0.47 -0.43 -0.55 0.16 -0.43 -0.84 0.42 0.42 0.38 -0.33 0.24 0.51 0.58 0.39 0.19 0.46 0.32 -1.19 0.52 -0.55 -0.45 0.22 0.32 0.38



Here is a molecular structure, C26H47O2Si2Zr from the OMol25 dataset. Energies are from ωB97M-V with the def2-TZVPD basis set.

```
78
C26H47O2Si2Zr (ωB97M-V with the def2-TZVPD basis set)
O -0.968 1.727 -1.546
C -2.479 1.586 -1.548
C -2.749 2.658 -2.569
H -2.863 1.743 -0.545
H -2.726 0.601 -1.907
C -1.250 2.868 -2.739
H -3.260 3.535 -2.175
H -3.229 2.282 -3.476
C -0.798 4.258 -2.358
H -1.085 4.543 -1.340
H -1.284 4.959 -3.058
H 0.281 4.404 -2.489
C -0.694 2.378 -4.058
H -1.176 1.445 -4.368
H 0.398 2.244 -4.044
H -0.912 3.128 -4.838
Zr 0.379 0.718 -0.395
C 2.334 -0.437 -1.181
C 1.539 -1.601 -0.908
C 0.364 -1.547 -1.710
H 1.796 -2.408 -0.226
C 0.467 -0.388 -2.549
C 1.703 0.295 -2.234
H 2.130 1.138 -2.771
H 3.304 -0.224 -0.747
H -0.412 -2.319 -1.756
H -0.177 -0.176 -3.400
C 2.376 2.852 1.569
C 2.605 2.558 0.202
C 1.399 2.818 -0.528
H 3.561 2.319 -0.257
C 0.368 3.149 0.464
C 1.018 3.196 1.739
H 0.545 3.454 2.701
H 3.101 2.820 2.368
H 1.383 3.088 -1.585
H -0.602 3.576 0.258
O -4.136 -1.093 -1.618
C -3.273 -1.721 -2.604
C -3.029 -3.184 -2.197
H -2.331 -1.150 -2.627
H -3.710 -1.648 -3.612
C -3.555 -3.300 -0.753
H -1.982 -3.453 -2.345
H -3.658 -3.816 -2.839
C -4.489 -2.082 -0.615
H -2.754 -3.270 0.006
H -4.117 -4.231 -0.650
H -4.435 -1.574 0.358
H -5.524 -2.443 -0.742
C 3.696 -2.401 1.723
Si 2.917 -0.770 2.292
C 2.988 -0.952 4.189
C 4.304 0.474 2.025
C 1.214 -0.174 1.612
Si -0.054 -1.310 2.381
C -0.303 -0.945 4.219
C -1.718 -0.934 1.581
C 0.274 -3.163 2.332
H 4.690 -2.461 2.206
H 3.868 -2.428 0.639
H 3.139 -3.302 2.020
H 4.049 -1.062 4.479
H 2.613 -0.059 4.713
H 2.468 -1.833 4.595
H 4.271 0.963 1.050
H 4.285 1.246 2.803
H 5.272 -0.041 2.106
H 1.100 0.781 2.181
H -0.282 0.133 4.418
H -1.298 -1.313 4.492
H 0.411 -1.427 4.893
H -1.776 -1.268 0.535
H -2.509 -1.467 2.129
H -1.951 0.143 1.623
H 0.412 -3.547 1.312
H 1.136 -3.487 2.938
H -0.612 -3.667 2.755
```

Its net charge is +1. The value obtained for the energy above the lowest of the compared OMol25 structures with the same formula, charge and spin is 17.13 kJ/mol. The HOMO energy is -10.95 eV. The value obtained for the total energy is -48848.420 eV. The value obtained for the molecular weight is 539.06 g/mol. The value obtained for the orbital gap is 7.4 eV.

Charges computed using Mulliken, reported in e: -0.40 0.41 -0.84 0.63 -0.82 1.61 0.31 0.41 -1.66 0.38 0.50 0.43 -1.68 0.43 0.13 0.51 0.01 -0.50 0.34 -0.93 0.60 -0.54 -0.78 0.66 0.65 -0.15 0.73 -0.84 -0.68 -0.34 0.77 0.33 -1.24 0.44 0.76 0.66 0.41 -0.52 0.70 -0.76 -0.96 0.46 -0.13 0.47 0.30 -0.45 -0.16 0.42 0.26 0.35 -1.12 -0.05 -1.23 -1.17 1.08 -0.01 -1.18 -0.80 -1.03 0.44 0.39 0.33 0.39 0.34 0.31 0.22 0.28 0.52 -0.23 0.32 0.39 0.36 -0.25 0.59 0.32 0.31 0.31 0.45



Here is a molecular structure, C26H48AlCl5F9LiN2O14S2 from the OMol25 dataset. Energies are from ωB97M-V with the def2-TZVPD basis set.

```
108
C26H48AlCl5F9LiN2O14S2 (ωB97M-V with the def2-TZVPD basis set)
C 6.760 -1.063 -0.757
C 6.134 0.047 -1.545
O 5.057 -0.466 -2.338
C 3.986 0.352 -2.475
C 2.713 -0.229 -1.952
O 1.683 0.729 -2.121
C 0.880 1.073 -0.982
C -0.608 1.162 -1.390
C -0.763 2.341 -2.352
O -1.541 2.030 -3.481
C -2.690 2.774 -3.688
N -0.903 -0.148 -2.031
C -2.250 -0.746 -1.720
C -2.654 -1.663 -2.853
C -3.787 -2.608 -2.412
C -3.524 -4.085 -2.729
C -3.373 -4.942 -1.495
O -4.627 -5.524 -1.108
C -5.447 -4.726 -0.404
O -5.129 -4.087 0.592
C -3.324 0.273 -1.435
C -2.898 1.431 -0.523
C -1.440 1.296 -0.121
C -0.982 2.504 0.715
C -0.470 2.032 2.070
C -1.550 2.163 3.107
F 0.658 2.780 2.403
H 7.835 -1.005 -0.797
H 6.453 -2.024 -1.126
H 6.471 -1.021 0.279
H 6.877 0.477 -2.206
H 5.791 0.819 -0.870
H 4.153 1.347 -2.053
H 3.753 0.459 -3.580
H 2.880 -0.536 -0.924
H 2.492 -1.129 -2.515
H 0.950 0.335 -0.189
H 1.230 2.008 -0.565
H -1.128 3.204 -1.811
H 0.225 2.599 -2.705
H -2.766 3.672 -3.080
H -3.615 2.083 -3.559
H -2.716 3.094 -4.711
H -0.214 -0.809 -1.701
H -0.725 -0.171 -3.056
H -2.108 -1.385 -0.861
H -3.008 -1.062 -3.677
H -1.801 -2.251 -3.151
H -4.720 -2.266 -2.833
H -3.896 -2.515 -1.340
H -4.389 -4.471 -3.247
H -2.675 -4.218 -3.379
H -2.971 -4.380 -0.665
H -2.702 -5.767 -1.661
H -6.466 -4.702 -0.788
H -3.776 0.619 -2.349
H -4.105 -0.275 -0.934
H -3.512 1.402 0.364
H -3.049 2.394 -0.985
H -1.321 0.413 0.488
H -0.252 3.136 0.230
H -1.842 3.130 0.884
H -0.167 1.005 2.002
H -1.617 1.286 3.720
H -1.326 2.997 3.748
H -2.522 2.310 2.674
C -3.481 3.682 5.200
O -4.111 2.887 5.895
O -2.345 4.282 5.921
O -3.609 4.063 4.049
H -2.404 3.879 6.810
Al 3.843 1.613 -5.038
F 1.084 -1.464 -3.981
O -3.565 2.594 -7.743
H -3.070 3.151 -8.351
H -2.909 2.025 -7.331
C 0.877 0.308 5.619
Cl 1.115 -1.037 6.708
Cl 2.223 1.449 5.772
Cl 0.771 -0.276 3.959
Cl -0.630 1.149 6.006
C 3.514 4.934 0.925
C 2.737 6.146 1.409
O 1.330 5.919 1.378
H 3.210 4.676 -0.091
H 4.587 5.125 0.934
H 3.312 4.068 1.559
H 2.923 7.004 0.766
H 3.046 6.408 2.427
H 1.142 5.168 1.950
Cl -4.299 1.203 -5.167
F -0.585 1.905 8.207
C 0.080 -4.150 2.325
F -0.675 -3.068 2.106
F -0.038 -4.490 3.601
F -0.385 -5.142 1.576
S 1.822 -3.744 1.897
O 2.159 -2.678 2.800
O 1.775 -3.401 0.500
N 2.427 -5.156 2.245
S 3.974 -5.441 2.032
O 4.849 -4.727 2.913
O 4.379 -5.555 0.662
C 3.955 -7.170 2.663
F 3.146 -7.935 1.936
F 3.551 -7.213 3.927
F 5.184 -7.667 2.593
Li -0.542 5.179 6.386
```

The HOMO energy is -8.23 eV. The value obtained for the total energy is -174912.025 eV. The value obtained for the molecular weight is 1058.97 g/mol. The value obtained for the orbital gap is 1.2 eV.

Mulliken atomic charge list, values in e, 99 entries: -1.23 -0.07 -0.32 -0.26 -0.54 -0.17 -2.80 1.39 -1.05 -0.19 -0.89 0.59 -0.42 -0.75 -0.59 -0.97 -0.65 -0.38 0.15 -0.50 -1.27 -1.32 0.22 -2.77 1.78 -1.87 -0.45 0.35 0.32 0.32 0.28 0.28 0.64 -0.05 0.34 0.33 1.02 0.62 0.50 0.22 0.31 0.21 0.40 0.63 0.70 0.27 0.14 0.64 0.52 0.34 0.43 0.55 0.50 0.32 0.43 0.02 0.71 0.62 0.34 1.24 0.69 0.94 -0.68 0.39 0.48 0.48 0.58 -0.60 -0.47 -0.60 0.34 0.51 -0.83 -0.60 0.29 0.30 0.26 -0.07 -0.13 0.15 0.20 -0.85 -0.27 -0.50 0.15 0.39 0.26 0.30 0.25 0.25 -0.27 -0.52 0.57 -0.20 -0.23 -0.23 0.96 -0.57 -0.62